{"formula": "C10H7LaN2O5", "method": "ωB97M-V with the def2-TZVPD basis set", "elements": ["O", "C", "La", "O", "C", "C", "O", "C", "O", "C", "O", "H", "N", "C", "C", "C", "C", "C", "N", "H", "H", "H", "H", "H", "H"], "positions_angstrom": [[-0.1484, 4.5551, -4.7326], [-0.0909, 3.7040, -3.9748], [0.2553, 0.4143, -1.1161], [-0.1168, 4.1175, 0.4785], [-0.0044, 3.1028, -0.0567], [-0.0900, -0.6920, -3.0306], [-0.4309, -1.6448, -2.2949], [2.7235, 1.2778, -1.7818], [3.8214, 1.5529, -1.9987], [-2.4305, 1.2398, -1.6155], [-3.5514, 1.4285, -1.8205], [0.1290, -0.4091, -4.1443], [-1.7579, -2.0384, 0.5597], [-0.7189, -1.6564, 1.3813], [-0.4713, -2.2129, 2.6467], [0.5960, -1.7408, 3.4153], [1.3716, -0.6767, 2.9440], [1.0891, -0.1357, 1.7018], [0.0777, -0.6429, 0.9205], [-1.6467, -1.9402, -0.4526], [-2.2919, -2.8527, 0.8477], [-1.0567, -3.0534, 3.0099], [0.8839, -2.1658, 4.3775], [2.2185, -0.2450, 3.4798], [1.6408, 0.7140, 1.2564]], "forces_ev_per_a": [[0.1, -2.1, 1.8], [-0.1, 2.0, -1.7], [-0.2, 2.2, 1.4], [0.4, -4.0, -2.2], [-0.5, 4.3, 2.2], [0.3, 0.2, -2.2], [0.4, 0.9, -1.8], [5.6, 1.3, -1.1], [-4.5, -1.1, 0.8], [-5.0, 0.8, -0.9], [4.7, -0.7, 0.9], [-1.1, -2.4, 1.0], [0.5, 0.0, 0.3], [0.2, 0.4, -0.4], [0.6, -0.1, 0.7], [-0.4, 0.0, -0.5], [0.7, 1.2, -1.0], [-0.9, -1.1, 0.3], [-0.3, -1.1, 1.7], [0.0, -0.3, 0.7], [0.1, 0.2, -0.1], [0.0, 0.2, -0.1], [-0.4, -0.1, -0.3], [-0.4, -0.3, 0.1], [0.0, -0.4, 0.5]], "homo_lumo_gap_ev": 7.08, "e_lumo_ev": -8.57, "homo_ev": -15.66, "total_charge": 2, "de_lowest_kcal_mol": 22.7, "max_force_ev_per_a": 5.8}